{
  "formula": "C38H76O28S11",
  "method": "ωB97M-V with the def2-TZVPD basis set",
  "elements": ["C", "C", "C", "S", "O", "O", "C", "H", "H", "H", "H", "H", "H", "H", "H", "C", "C", "C", "S", "O", "O", "C", "H", "H", "H", "H", "H", "H", "H", "H", "C", "C", "C", "S", "O", "O", "C", "H", "H", "H", "H", "H", "H", "H", "H", "C", "C", "C", "S", "O", "O", "C", "H", "H", "H", "H", "H", "H", "H", "H", "C", "C", "C", "S", "O", "O", "C", "H", "H", "H", "H", "H", "H", "H", "H", "C", "C", "C", "S", "O", "O", "C", "H", "H", "H", "H", "H", "H", "H", "H", "C", "C", "C", "S", "O", "O", "C", "H", "H", "H", "H", "H", "H", "H", "H", "C", "C", "C", "S", "O", "O", "C", "H", "H", "H", "H", "H", "H", "H", "H", "C", "C", "O", "S", "O", "O", "O", "H", "H", "H", "H", "C", "C", "O", "S", "O", "O", "O", "H", "H", "H", "H", "C", "C", "O", "S", "O", "O", "O", "H", "H", "H", "H"],
  "positions_angstrom": [[-1.69, 31.49, 10.97], [-0.69, 31.85, 12.06], [-0.60, 30.62, 13.12], [-1.75, 29.28, 12.72], [-3.07, 29.40, 13.34], [-1.08, 28.00, 12.78], [-1.76, 29.93, 10.88], [-1.32, 31.84, 10.01], [-2.62, 32.01, 11.16], [-1.12, 32.64, 12.68], [0.24, 32.19, 11.61], [-0.57, 30.90, 14.17], [0.33, 30.16, 12.77], [-2.58, 29.48, 10.32], [-0.87, 29.53, 10.40], [4.09, 20.33, 10.51], [3.44, 19.94, 9.21], [2.72, 18.59, 9.45], [3.33, 17.83, 10.97], [4.00, 16.57, 10.62], [2.31, 17.72, 11.96], [4.61, 19.14, 11.37], [3.36, 20.90, 11.08], [4.92, 21.00, 10.29], [4.37, 19.60, 8.73], [2.93, 20.69, 8.61], [2.97, 18.05, 8.53], [1.65, 18.66, 9.67], [5.55, 18.68, 11.05], [4.60, 19.31, 12.44], [4.17, 22.75, 16.13], [4.21, 22.48, 14.68], [5.69, 22.26, 14.29], [6.38, 21.14, 15.56], [7.73, 21.59, 15.76], [6.07, 19.77, 15.05], [5.05, 21.82, 16.85], [3.19, 22.75, 16.61], [4.46, 23.78, 16.33], [3.76, 23.35, 14.19], [3.54, 21.68, 14.37], [6.31, 23.13, 14.51], [6.04, 21.96, 13.30], [5.50, 22.27, 17.73], [4.29, 21.06, 17.07], [1.69, 23.61, 11.75], [1.90, 24.71, 12.76], [0.78, 25.73, 12.45], [0.33, 25.73, 10.65], [0.87, 26.93, 9.98], [-1.00, 25.31, 10.42], [1.39, 24.21, 10.37], [1.02, 22.92, 12.28], [2.60, 23.01, 11.74], [2.89, 25.14, 12.60], [1.85, 24.23, 13.74], [1.33, 26.65, 12.64], [-0.06, 25.84, 13.14], [2.37, 24.49, 9.97], [0.88, 23.52, 9.70], [2.67, 26.10, 6.06], [1.12, 26.25, 6.35], [0.65, 24.92, 6.91], [1.65, 23.56, 6.24], [1.02, 22.97, 5.07], [1.96, 22.75, 7.42], [3.01, 24.67, 5.65], [3.24, 26.35, 6.95], [3.01, 26.82, 5.32], [0.68, 26.63, 5.43], [1.07, 27.21, 6.87], [-0.43, 24.78, 6.91], [1.04, 25.04, 7.92], [2.93, 24.69, 4.56], [4.03, 24.42, 5.93], [-4.47, 25.34, 12.48], [-4.44, 23.85, 12.41], [-3.55, 23.14, 13.47], [-2.99, 24.54, 14.53], [-1.52, 24.49, 14.72], [-3.89, 24.52, 15.66], [-3.45, 25.89, 13.40], [-5.46, 25.72, 12.74], [-4.32, 25.81, 11.51], [-4.22, 23.39, 11.45], [-5.43, 23.49, 12.67], [-2.67, 22.82, 12.91], [-3.91, 22.35, 14.13], [-2.59, 26.01, 12.73], [-3.60, 26.78, 14.01], [6.19, 25.66, 8.03], [5.83, 26.56, 9.28], [6.18, 25.83, 10.56], [5.92, 24.05, 10.33], [4.76, 23.55, 11.07], [7.23, 23.53, 10.50], [5.78, 24.25, 8.48], [7.22, 25.76, 7.68], [5.48, 25.99, 7.27], [4.76, 26.74, 9.25], [6.19, 27.58, 9.17], [5.48, 26.09, 11.35], [7.19, 26.06, 10.91], [4.71, 24.20, 8.27], [6.35, 23.45, 8.00], [-1.49, 21.58, 8.03], [-2.18, 21.24, 6.73], [-3.71, 21.04, 6.97], [-4.15, 22.26, 8.25], [-5.26, 21.64, 9.03], [-4.26, 23.63, 7.71], [-2.52, 22.07, 9.13], [-0.76, 22.37, 7.85], [-0.99, 20.70, 8.42], [-1.73, 20.46, 6.13], [-2.11, 22.09, 6.05], [-4.03, 20.08, 7.38], [-4.36, 21.29, 6.13], [-2.65, 21.17, 9.74], [-2.36, 22.95, 9.75], [4.86, 31.10, 10.78], [3.47, 31.32, 11.46], [3.31, 30.26, 12.31], [4.05, 28.92, 11.72], [3.43, 28.36, 10.56], [4.44, 27.96, 12.75], [5.28, 29.82, 11.21], [5.62, 31.86, 10.95], [4.77, 30.88, 9.72], [2.71, 31.26, 10.68], [3.48, 32.30, 11.95], [-2.58, 27.46, 8.06], [-2.69, 26.79, 6.67], [-1.57, 27.30, 5.97], [-1.43, 28.92, 6.31], [-2.45, 29.66, 5.59], [-0.01, 29.26, 6.23], [-1.85, 28.62, 7.85], [-2.22, 26.73, 8.79], [-3.59, 27.66, 8.42], [-3.64, 27.11, 6.24], [-2.55, 25.71, 6.67], [1.03, 27.12, 16.91], [0.56, 27.09, 15.44], [0.77, 28.31, 14.83], [1.44, 29.45, 15.93], [0.40, 30.26, 16.50], [2.53, 30.19, 15.34], [1.95, 28.22, 16.95], [1.40, 26.14, 17.24], [0.08, 27.42, 17.37], [-0.46, 26.74, 15.26], [1.20, 26.33, 15.01]],
  "mulliken_charge": [-0.73, -0.64, -0.25, 0.85, -0.81, -0.14, -0.58, 0.36, 0.35, 0.23, 0.30, 0.67, -0.30, 0.46, 0.19, 0.27, -0.91, -0.66, 1.19, -0.71, -0.66, -0.78, -0.19, 0.18, 0.34, 0.40, 0.38, 0.33, 0.39, 0.30, -1.01, 0.95, -0.82, 0.98, -0.63, -0.60, -0.76, 0.42, 0.35, -0.92, 0.49, 0.40, 0.44, 0.39, 0.38, 0.03, -0.96, 0.23, 1.00, -0.35, -0.39, 0.39, 0.58, -0.67, 0.16, 0.75, 0.12, -0.40, -0.27, 0.05, -0.23, -0.64, 0.73, 0.94, -0.76, -0.30, -0.95, -0.46, 0.65, 0.46, 0.07, 0.13, -0.77, 0.45, 0.54, -0.88, -0.25, -0.61, 0.94, -0.48, -0.69, 0.46, 0.37, 0.26, -0.18, 0.43, 0.11, 0.50, -0.70, 0.72, -0.76, -0.04, -0.60, 0.84, 0.03, -0.78, -0.17, 0.39, 0.28, -0.38, 0.57, 0.11, 0.32, -0.36, 0.51, 0.62, -0.86, -0.89, 1.03, -0.69, -0.56, -0.39, -0.85, 0.36, 0.53, 0.25, 0.34, 0.53, 0.38, 0.09, -0.44, -0.36, -0.02, 1.01, -0.32, -0.64, -0.36, 0.30, 0.28, 0.26, 0.33, 0.33, -0.29, -0.34, 1.14, -0.58, -0.51, -0.20, -0.26, 0.37, 0.35, 0.08, -0.42, 0.47, -0.02, 1.02, -0.59, -0.52, -0.39, 0.40, 0.35, 0.08, -0.42],
  "homo_energy_ha": -0.365,
  "lumo_energy_ev": -0.17,
  "total_energy_ha": -7979.900277,
  "total_charge": 0,
  "smiles": "O=S1(=O)CCCC1.O=S1(=O)CCCC1.O=S1(=O)CCCC1.O=S1(=O)CCCC1.O=S1(=O)CCCC1.O=S1(=O)CCCC1.O=S1(=O)CCCC1.O=S1(=O)CCCC1.O=S1(=O)OCCO1.O=S1(=O)OCCO1.O=S1(=O)OCCO1",
  "spin_multiplicity": 1,
  "homo_lumo_gap_ev": 9.8
}